1.
C19H30N4O4S | ωB97M-V/def2-TZVPD

Positions of all 58 atoms, in Å:
S (2.4635, 4.1583, -2.0946)
O (2.1967, 5.3372, -2.8758)
C (-1.1988, 1.8384, -0.9723)
H (5.0770, 3.3071, -3.4863)
C (-3.2362, 1.3842, 0.5405)
H (-2.3218, 3.2804, 0.1569)
C (-1.1339, -0.6675, -1.0371)
H (0.0974, 0.1990, 1.1684)
H (2.5750, 3.0509, -4.1775)
N (2.3314, 0.3333, -1.3622)
H (4.6463, 5.0354, -1.8412)
H (-3.6883, 1.6578, 1.4894)
N (-0.4275, 0.5992, -0.8680)
O (4.2171, 1.2056, -0.4546)
C (-1.7699, -4.5276, 4.5511)
C (3.4296, 1.1224, -1.3801)
H (-0.4871, 2.6406, -1.1772)
H (4.2400, 3.8132, -0.5949)
N (-2.2868, -2.4986, 3.2080)
H (0.8209, 1.6339, 0.4250)
H (-2.4726, -1.8729, 3.9765)
C (2.4495, 2.7047, -3.1526)
C (-2.0068, 2.2391, 0.2687)
H (-0.8086, -4.2934, 5.0137)
H (5.6446, 2.4879, -2.0199)
N (-2.9196, -0.0404, 0.5852)
H (-1.6844, -6.3794, 2.2424)
C (1.7810, -0.1878, -0.1233)
H (-3.9792, 1.5264, -0.2500)
C (4.2032, 4.0608, -1.6533)
H (-0.3243, -5.7074, 1.3525)
C (-1.4023, -5.6238, 1.5087)
H (-1.3542, 2.2067, 1.1445)
H (-1.0385, -1.0415, -2.0652)
C (-2.6233, -0.6473, -0.6976)
O (-2.8878, 0.0095, 2.8415)
C (3.6625, 1.8924, -2.6905)
C (-1.9460, -3.8106, 3.2560)
H (2.5368, -0.0851, 0.6522)
H (-2.0204, -3.1772, 0.0386)
C (4.7791, 2.9293, -2.5067)
H (-3.0301, -1.6565, -0.7529)
C (-2.0625, -3.1430, 1.1131)
C (-2.7400, -0.6267, 1.7977)
H (1.4739, 2.2351, -3.0411)
H (-1.8904, -5.8833, 0.5687)
C (0.5256, 0.5992, 0.2379)
H (-1.8088, -5.6047, 4.3982)
H (-1.8503, 1.7677, -1.8490)
H (1.5597, -1.2508, -0.2426)
H (1.6312, 0.4736, -2.0744)
H (-2.5558, -4.2616, 5.2597)
C (-1.7966, -4.2499, 1.9550)
H (3.9338, 1.1608, -3.4545)
H (-0.6480, -1.4023, -0.3939)
H (-3.1641, -0.0650, -1.4445)
C (-2.3693, -2.0575, 1.9149)
O (1.6584, 3.8715, -0.9307)

Results
Calculated total energy (Ha): -1660.2085
Strongest force on any atom (eV/Å): 0.06
HOMO (eV): -8.1092
ΔE to the lowest compared entry with this formula, charge and spin (eV): 0.642
SMILES string: Cc1cc(C(=O)N2CCCN(CCNC(=O)[C@@H]3CCS(=O)(=O)C3)CC2)[nH]c1C
Frontier orbital gap (eV): 8.6


2.
C19H30NSm | ωB97M-V/def2-TZVPD

Positions of all 51 atoms, in Å:
C (-2.4672, -0.5196, 4.2373)
H (0.7930, 1.3823, -3.1475)
C (1.0379, -1.0361, -1.7443)
H (-1.2637, -3.3316, 0.7301)
C (-0.0080, 0.5032, 3.4132)
H (1.5361, -3.9388, -0.6613)
H (0.3030, 0.9588, 5.5306)
H (0.2211, 0.2810, -4.4102)
H (0.4973, 4.1732, -2.4170)
H (-3.4638, -0.8787, 4.5830)
H (0.8820, -3.2759, 0.8335)
C (-0.8473, -2.1807, -1.0401)
H (2.7941, -1.3434, -3.0148)
H (-1.9849, -3.9871, -0.7709)
H (3.1639, -1.0655, -1.2182)
H (1.4648, 2.4776, 0.8164)
C (0.5744, -2.1036, -0.8677)
H (-0.9880, 4.7686, -1.6924)
C (1.0999, 2.0973, -0.1319)
C (2.4909, -0.7572, -2.1059)
C (-2.1358, -0.5071, 2.9025)
C (1.4145, -3.0250, -0.0720)
C (-0.3551, 0.5293, 4.7982)
N (-0.8977, -0.0357, 2.5335)
H (-0.7174, 3.2038, 0.2686)
C (-2.6920, -0.6863, -2.2034)
H (-1.2171, -0.5494, 7.1713)
H (-2.7443, -2.5210, -0.1048)
H (2.5924, 0.3359, -2.3362)
C (-0.0856, -0.4084, -2.3930)
C (-0.0111, 0.6867, -3.4255)
H (-0.9761, 1.1285, -3.4502)
H (0.5326, 5.0571, -0.8766)
H (2.4238, -2.5906, 0.1047)
H (1.4779, 1.1689, 0.5387)
H (-1.9678, 1.0310, 7.0109)
C (-1.7828, -3.0453, -0.2266)
C (-0.1140, 2.9374, -0.6139)
H (-2.9211, -0.4192, 6.6608)
Sm (-0.3385, -0.0414, 0.1437)
H (-2.7649, -0.7980, 2.0525)
H (-0.8081, 2.2869, -1.2265)
H (-3.2716, -0.7631, -1.2484)
C (-1.2423, -1.1100, -1.9497)
H (1.9219, 2.1657, -0.8902)
C (-1.9459, 0.0246, 6.5981)
C (-0.0023, 4.3207, -1.4639)
H (-3.1810, -1.3818, -2.9431)
H (-2.6674, 0.3269, -2.6640)
H (0.8756, 0.8607, 2.9606)
C (-1.5827, 0.0056, 5.1438)

Results
Calculated total energy (Ha): -1454.0616
Strongest force on any atom (eV/Å): 3.97
Net charge: +2
Spin multiplicity: 6
HOMO (spin up / spin down) (eV): -14.8368 / -14.7894
ΔE to the lowest compared entry with this formula, charge and spin (eV): 1.501
Frontier orbital gap (spin up / spin down) (eV): 7.3 / 7.6


3.
C19H30NY | ωB97M-V/def2-TZVPD

Positions of all 51 atoms, in Å:
H (-0.3302, -2.3184, -2.4619)
H (1.4370, 2.4145, 1.9163)
C (-0.6050, 0.2827, 4.4474)
H (0.0170, -5.0310, -1.3856)
H (3.8254, 0.4119, -0.3029)
H (1.1235, -4.2513, -2.5299)
C (1.8075, 1.1207, -0.4944)
C (1.4307, 0.4905, -1.7174)
H (1.9250, -1.1092, -3.0928)
H (3.2855, -0.4947, -2.1582)
C (-2.8161, 0.6165, 3.5975)
C (-2.3618, 0.2800, 2.3461)
H (1.7508, -2.5667, -0.8347)
H (-2.4961, 1.7148, -1.4278)
C (0.6804, 1.8022, 0.0207)
H (-0.4295, -0.4346, -3.6692)
H (-1.3332, -2.7331, -0.8914)
H (-3.8547, 0.8763, 3.6995)
H (-3.2235, 0.2888, 6.3793)
C (-0.6833, 0.5363, -3.2304)
H (0.8937, -0.3205, 2.9685)
H (3.1848, 1.1981, 1.1458)
C (-1.9315, 0.6249, 4.6771)
C (0.6751, 2.7160, 1.1869)
H (-1.6183, 0.9449, 6.7595)
H (-2.8717, 1.9924, 6.0642)
H (-2.1965, 2.0286, 0.2761)
H (0.5953, -3.2849, 0.3245)
C (-2.4420, 0.9829, 6.0406)
H (0.9118, 3.7515, 0.8877)
H (-1.5843, 0.7584, 0.5533)
C (-1.7869, 2.1748, -0.7331)
H (-1.7657, 3.2605, -0.9048)
C (0.0634, 0.7998, -1.9776)
C (-0.3787, -2.6037, -1.4042)
H (1.7570, -5.0921, -1.0728)
Y (-0.5940, -0.8184, -0.0293)
H (-0.2959, 2.7369, 1.6969)
H (-3.0744, 0.2407, 1.5025)
C (-0.4172, 1.5790, -0.8724)
C (0.9470, -4.4692, -1.4741)
H (0.0979, 0.2775, 5.2756)
C (2.3556, -0.1986, -2.6568)
C (3.1862, 1.2265, 0.0502)
H (-1.7695, 0.5651, -3.0865)
C (0.8119, -3.1098, -0.7534)
H (-0.4242, 1.2974, -3.9837)
C (-0.1510, -0.0500, 3.1834)
H (2.6405, 0.4523, -3.4992)
N (-1.0381, -0.0918, 2.1796)
H (3.6784, 2.1674, -0.2444)

Results
Calculated total energy (Ha): -834.3139
Strongest force on any atom (eV/Å): 4.25
Net charge: +2
HOMO (spin up / spin down) (eV): -14.1732 / -14.1930
ΔE to the lowest compared entry with this formula, charge and spin (eV): 2.444
Frontier orbital gap (spin up / spin down) (eV): 5.9 / 5.7


4.
C19H31AsGeIIrNS | ωB97M-V/def2-TZVPD

Positions of all 56 atoms, in Å:
C (-1.0362, -3.2029, 0.1934)
H (-3.6221, 1.5567, 2.9601)
H (3.2022, 2.6413, 3.2688)
H (4.8447, -0.6818, 1.1473)
H (0.8639, 1.7307, -5.2648)
C (0.9819, -1.7909, -0.3636)
C (-2.0963, 0.7086, 1.7300)
S (1.2117, 1.5933, 0.7743)
H (-1.1695, 4.0951, -2.1914)
N (-1.2286, -0.2857, 1.4994)
C (3.8538, 2.0620, 2.6182)
H (-4.1653, -3.0218, -1.0726)
H (0.3580, 3.7755, -1.3578)
H (3.2106, -1.0473, 3.5963)
I (-1.8078, -2.9544, 4.7918)
H (-1.8639, 0.3621, -4.2397)
H (1.2018, -0.2713, -2.7422)
C (2.3258, -0.5478, 3.2040)
C (-2.4764, -1.9710, -1.8382)
Ge (-0.2104, 1.8557, -2.9619)
C (-0.3600, -2.3158, -0.6761)
H (-3.0281, -1.5223, -2.6526)
H (1.3784, -2.1766, 0.5767)
H (-0.4717, -2.0737, 2.1825)
H (-2.8620, -4.1671, 0.6987)
C (0.9701, 0.5525, -2.0524)
C (-1.9895, -1.3369, 3.5024)
H (-0.4798, -3.7080, 0.9738)
H (-3.5405, -0.3286, 4.5999)
Ir (0.0114, -0.0295, -0.3372)
H (-2.4965, 0.7280, -2.6204)
C (-2.8922, -0.3137, 3.7347)
C (-1.9587, 1.1378, -3.4768)
H (-2.1138, 1.5126, 1.0034)
H (-0.5866, -1.2228, -2.5343)
H (-1.1274, 2.9758, -0.8322)
C (-2.3722, -3.4601, 0.0416)
H (1.6116, 3.0175, -4.3108)
H (1.8370, 0.0226, 3.9919)
H (1.7232, -1.8225, -1.1619)
C (-3.1090, -2.8154, -0.9637)
H (4.6689, 1.6301, 3.1969)
C (4.0046, -0.2601, 0.5969)
H (1.6347, -1.2782, 2.8006)
C (-1.1806, -1.2843, 2.3790)
C (0.6643, 2.5417, -4.5643)
C (-1.0928, -1.7341, -1.7288)
C (-2.9383, 0.7309, 2.8243)
C (-0.5700, 3.3226, -1.7087)
H (4.3585, 0.4622, -0.1357)
As (2.8355, 0.6592, 1.8051)
H (0.0284, 3.2769, -5.0577)
H (3.4519, -1.0486, 0.0879)
H (1.9178, 1.0733, -1.8736)
H (-2.5601, 1.9438, -3.8986)
H (4.2552, 2.7049, 1.8378)

Results
Calculated total energy (Ha): -5910.0078
Strongest force on any atom (eV/Å): 0.48
Net charge: +1
HOMO (eV): -11.0553
Frontier orbital gap (eV): 8.1


5.
C19H31BIN2O3 | ωB97M-V/def2-TZVPD

Positions of all 57 atoms, in Å:
H (-3.1492, -0.1806, -2.2556)
C (0.7484, 3.2728, -2.4650)
H (-1.5411, -1.6575, -0.9756)
C (-1.9421, 0.6618, 5.5639)
C (2.0714, -1.3751, 0.3960)
C (1.2872, 1.7776, 4.9308)
H (-0.7771, 2.2863, -0.9307)
H (-1.0562, -0.5473, 1.0991)
O (0.7806, 0.5865, 1.6690)
B (-1.0514, -0.1227, 3.4210)
N (2.5342, -0.4691, 5.1933)
H (0.5590, 4.4321, -2.2918)
C (-3.0030, -1.3738, -4.7129)
H (2.1618, -1.9943, 1.4049)
C (1.3372, 0.1457, 4.8066)
H (0.6710, -1.6181, 3.5226)
H (1.8338, 0.8863, -3.4214)
H (-0.6908, -2.0179, -2.4987)
H (0.5269, 2.3124, 4.2190)
H (-1.4840, 0.3708, -2.3301)
C (-1.6543, -1.7419, -2.0604)
H (3.0263, -4.1624, -1.7569)
H (3.1723, 0.3096, 5.4876)
H (-2.3515, -2.5613, -2.2607)
H (1.2956, 4.4958, -0.1952)
C (1.1618, 0.9901, -1.0302)
H (3.5101, -3.9185, 0.1326)
H (-2.6639, -2.3903, -4.4887)
C (1.2969, 0.1014, 0.3803)
O (-1.7257, 0.9976, 4.1216)
H (-2.8646, -1.2319, -5.7898)
N (-1.6416, 0.5139, 6.8381)
C (2.7510, -2.0283, -0.9787)
H (4.6968, -3.2816, -1.2022)
H (-5.0863, -1.8672, -5.0003)
C (0.1526, -0.8461, 4.2714)
H (0.2295, 3.4395, 1.0723)
H (2.3771, 2.1702, 4.6474)
H (3.1215, -1.5191, -3.4048)
H (-4.7914, -0.1674, -4.5568)
H (-4.6808, -1.4341, -3.3355)
C (3.5514, -3.4882, -0.9562)
H (1.9435, 2.8399, 0.5650)
O (-2.1644, -0.4174, -4.0703)
C (-4.4755, -1.2005, -4.3842)
H (-1.2624, 1.2569, 1.6043)
I (-2.6371, -1.6873, 3.2033)
C (-0.6437, 0.2760, 1.8595)
C (-2.1574, -0.4335, -2.6451)
C (1.8429, 0.3186, -2.3730)
H (1.0450, 2.0449, 6.0685)
C (2.6368, -1.1517, -2.3827)
C (0.9847, 3.4275, 0.1692)
H (1.9259, 3.1738, -2.6090)
C (0.3821, 2.4690, -1.0584)
H (-0.2599, -1.5290, 5.1588)
H (0.1401, 2.8571, -3.3850)

Results
Calculated total energy (Ha): -1399.9376
Strongest force on any atom (eV/Å): 11.65
Net charge: -1
HOMO (eV): -5.4724
Frontier orbital gap (eV): 8.0